Density functional theory data (wB97M-V/def2-TZVPD) for a 6-piece molecular cluster, C30H55ClN10 overall.

CARTESIAN COORDINATES (ANGSTROEM)
C  -1.566  -6.402  -30.450
C  -8.911  -8.840  -21.630
H  -11.870  -3.650  -23.632
H  -6.744  -8.591  -25.062
H  -0.496  -3.079  -19.700
H  -2.732  -3.686  -18.893
H  -5.400  -5.440  -19.586
H  0.474  -2.170  -24.259
H  -1.666  -7.080  -31.295
C  -12.073  -5.385  -24.886
H  -9.520  -2.025  -24.147
H  -8.242  -4.187  -21.868
H  -8.510  -4.549  -16.978
H  -13.165  -5.433  -24.877
N  -7.926  -3.423  -24.488
H  -1.890  -4.030  -24.765
C  -3.477  -7.010  -27.454
H  -5.603  -7.127  -16.437
H  -8.075  -5.909  -21.728
H  -0.600  -6.747  -30.060
H  -11.792  -6.145  -24.161
H  -6.917  -1.607  -24.505
C  -7.484  -8.697  -19.507
N  -7.749  -8.617  -20.941
N  -7.449  -4.921  -20.058
H  -5.813  -8.214  -27.228
H  0.019  -2.349  -25.823
H  -0.271  -4.542  -24.403
H  -9.868  -8.878  -21.135
C  -3.619  -7.505  -29.583
H  -0.981  -4.678  -31.594
H  -2.210  -4.257  -30.538
C  -7.572  -4.965  -21.507
C  -11.509  -4.006  -24.592
N  -10.008  -4.027  -24.632
C  -8.526  -4.690  -19.247
H  -3.900  -7.891  -30.550
C  -5.917  -4.974  -16.794
C  -0.957  -3.703  -24.307
C  -8.084  -4.634  -17.965
H  -5.996  -4.058  -16.208
C  -6.391  -9.135  -24.183
H  -6.594  -4.883  -21.987
H  -1.546  -5.993  -27.626
H  -5.751  -6.222  -15.033
H  -6.750  -2.524  -23.058
H  -3.333  -3.664  -22.664
H  -5.613  -10.767  -25.412
H  -5.835  -2.948  -24.613
H  -3.927  -4.055  -20.224
H  -1.154  -1.557  -24.741
H  -9.670  -6.089  -25.018
N  -6.734  -4.884  -18.007
N  -1.218  -3.591  -22.845
C  -3.168  -3.377  -19.838
H  -11.908  -5.586  -25.948
H  -7.206  -6.591  -15.960
H  -6.293  -7.926  -28.999
C  -5.547  -8.267  -28.280
C  -6.187  -10.618  -24.500
H  0.817  -3.288  -22.235
H  -5.788  -11.170  -23.652
N  -2.176  -3.416  -20.879
C  -6.724  -8.706  -21.826
H  -6.737  -7.963  -19.213
H  -7.151  -11.076  -24.746
H  -5.537  -9.329  -28.549
H  -0.489  -4.548  -29.987
N  -4.281  -7.582  -28.412
H  -5.434  -8.632  -24.026
C  -0.222  -3.327  -21.957
C  -6.381  -5.139  -19.268
H  -8.424  -8.562  -18.976
C  -9.233  -5.112  -24.920
Cl  -4.601  -6.139  -23.782
N  -2.538  -6.756  -29.417
C  -1.331  -4.899  -30.579
H  -7.090  -9.678  -19.242
C  -6.166  -6.277  -16.042
C  -0.798  -3.229  -20.724
C  -0.438  -2.367  -24.832
H  -9.495  -4.539  -19.691
C  -9.190  -3.040  -24.311
H  -9.120  -9.500  -23.767
H  -4.846  -4.922  -17.005
C  -6.756  -2.626  -24.142
H  -5.653  -8.603  -21.738
N  -7.245  -8.974  -23.030
C  -2.368  -3.615  -22.182
C  -2.369  -6.520  -28.073
C  -7.897  -4.779  -24.821
H  -3.621  -2.390  -19.740
H  -3.791  -6.898  -26.420
C  -8.624  -9.035  -22.930
H  -11.760  -3.343  -25.418
H  -6.981  -5.330  -24.978

Values from the calculation:
- E_LUMO (eV) = -8.65
- energy (eV) = -59391.1919
- Kohn-Sham gap (eV) = 9.06
- charge = +4
- energy relative to the best compared isomer or geometry (same formula, charge and spin) (kJ/mol) = 212.01
- HOMO level (eV) = -17.71

Results of the Löwdin charge analysis, in e, for atoms 1 through 4: -0.15, -0.02, 0.13, 0.11